No. 1
Entry from the OMol25 dataset: an isolated molecule of C6H11NO2S (ωB97M-V with the def2-TZVPD basis set).

Structure (XYZ):
```
21
C6H11NO2S, DFT ωB97M-V with the def2-TZVPD basis set
C 1.765 -1.240 -0.503
C -0.872 0.109 -1.161
C -2.295 -0.436 -0.932
C 0.613 -0.711 0.453
C 1.017 -0.504 1.913
C 0.560 1.739 0.012
N -0.156 0.474 -0.021
O 2.692 -1.887 -0.061
O 1.659 -0.791 -1.653
S -2.413 -0.926 0.735
H -0.319 -0.621 -1.680
H -0.964 0.910 -1.932
H -3.152 0.235 -1.089
H -2.421 -1.373 -1.647
H 1.644 0.362 1.963
H 1.548 -1.475 2.341
H -0.031 -0.362 2.420
H 0.718 2.105 0.993
H 1.478 1.643 -0.566
H -0.190 2.447 -0.355
H -0.882 0.302 0.772
```

The relative energy (zero: lowest compared OMol25 entry of this formula, charge and spin) is 443.90 kJ/mol. The LUMO energy (alpha / beta) is -1.18 / -2.91 eV. As for the HOMO energy (alpha / beta): -8.8 / -8.7 eV. The charge is 0. The value obtained for the HOMO-LUMO gap (alpha / beta) is 7.6 / 5.8 eV.

Here are the natural (NBO) charges for atoms 1 to 6, given in e: C 0.6740; C -0.2725; C -0.6186; C 0.2461; C -0.7305; C -0.4112

***

No. 2
Entry from the OMol25 dataset: a cluster of 2 separate species, C31H26N2O2S in total (ωB97M-V with the def2-TZVPD basis set).

Structure (XYZ):
```
62
C31H26N2O2S, DFT ωB97M-V with the def2-TZVPD basis set
C -0.068 4.083 -1.619
C -0.019 3.310 -0.369
N -0.671 3.740 0.735
C -1.576 4.879 0.754
C -0.362 2.942 1.836
C 0.487 1.899 1.382
C 0.788 0.877 2.281
C 0.258 0.936 3.584
C -0.588 1.978 3.993
C -0.899 3.022 3.112
C 0.708 2.111 -0.057
C 1.353 1.236 -0.950
C 2.561 0.508 -0.681
C 3.445 0.898 0.362
C 4.531 0.106 0.723
C 4.769 -1.110 0.065
C 3.982 -1.453 -1.045
C 2.926 -0.641 -1.443
H 0.696 3.706 -2.300
H -1.041 3.978 -2.112
H 0.120 5.152 -1.442
H -2.036 4.963 1.742
H -1.028 5.807 0.534
H -2.373 4.760 0.003
H 1.422 0.053 1.945
H 0.504 0.140 4.288
H -1.008 1.988 4.997
H -1.527 3.869 3.389
H 0.919 1.140 -1.943
H 3.244 1.821 0.905
H 5.187 0.416 1.543
H 5.552 -1.790 0.413
H 4.204 -2.366 -1.605
H 2.332 -0.889 -2.325
C -4.274 -0.580 3.044
C -4.473 -1.796 2.392
C -3.841 -2.063 1.175
C -2.975 -1.119 0.618
S -2.339 -1.382 -1.040
C -0.718 -1.989 -0.887
C -0.065 -2.776 -1.863
C 1.144 -3.432 -1.444
C 1.899 -4.176 -2.331
C 1.540 -4.245 -3.688
C 2.426 -4.905 -4.604
N 3.156 -5.467 -5.325
C 0.349 -3.645 -4.127
C -0.447 -2.928 -3.249
O -3.196 -2.405 -1.599
O -2.316 -0.044 -1.614
C -2.758 0.092 1.286
C -3.421 0.370 2.483
H -4.767 -0.369 3.989
H -5.133 -2.551 2.816
H -4.025 -2.991 0.637
H -0.149 -1.584 -0.051
H 1.448 -3.308 -0.394
H 2.775 -4.715 -1.964
H 0.070 -3.776 -5.171
H -1.360 -2.441 -3.597
H -2.074 0.819 0.847
H -3.269 1.334 2.967
```

The relative energy (zero: lowest compared OMol25 entry of this formula, charge and spin) is 125.67 kJ/mol. The LUMO energy is -2.59 eV. As for the HOMO energy: -5.9 eV. The charge is 0. The value obtained for the HOMO-LUMO gap is 3.3 eV.

Here are the natural (NBO) charges for atoms 1 to 6, given in e: C -0.6804; C 0.3547; N -0.3095; C -0.4152; C 0.1155; C 0.0081

***

No. 3
Entry from the OMol25 dataset: an isolated molecule of C3H3ClOS (ωB97M-V with the def2-TZVPD basis set).

Structure (XYZ):
```
9
C3H3ClOS, DFT ωB97M-V with the def2-TZVPD basis set
C -0.411 0.810 0.608
C -0.385 -0.579 -0.102
C 0.892 -0.807 -0.884
H -0.127 1.825 -0.009
H 0.518 0.633 1.250
H 1.016 -1.864 -1.152
O -1.304 -1.341 -0.050
S 1.794 0.424 -1.154
Cl -1.994 0.898 1.491
```

The relative energy (zero: lowest compared OMol25 entry of this formula, charge and spin) is 131.77 kJ/mol. The LUMO energy is -1.60 eV. As for the HOMO energy: -9.5 eV. The charge is 0. Its SMILES is O=C(C=S)CCl. The value obtained for the HOMO-LUMO gap is 7.9 eV.

Here are the natural (NBO) charges for atoms 1 to 6, given in e: C -0.5294; C 0.4918; C -0.4133; H 0.2804; H 0.2364; H 0.2279

***

No. 4
Entry from the OMol25 dataset: an isolated molecule of C3H6S3 (ωB97M-V with the def2-TZVPD basis set).

Structure (XYZ):
```
12
C3H6S3, DFT ωB97M-V with the def2-TZVPD basis set
C -0.407 1.313 -0.068
C 0.479 0.391 0.776
C 0.104 -1.076 0.727
H -1.601 0.165 -1.827
H -1.435 1.352 0.320
H 0.019 2.320 -0.015
H -0.904 -1.255 0.342
H 0.208 -1.580 1.685
H 1.191 -1.349 -1.422
S -0.568 0.879 -1.848
S 1.710 0.928 1.672
S 1.202 -2.088 -0.342
```

The relative energy (zero: lowest compared OMol25 entry of this formula, charge and spin) is 76.78 kJ/mol. The LUMO energy is -0.61 eV. As for the HOMO energy: -8.9 eV. The charge is 0. Its SMILES is S=C(CS)CS. The value obtained for the HOMO-LUMO gap is 8.3 eV.

Here are the natural (NBO) charges for atoms 1 to 6, given in e: C -0.5924; C -0.0950; C -0.6000; H 0.1060; H 0.2458; H 0.2510

***

No. 5
Entry from the OMol25 dataset: the ion CO4P with charge -1 (ωB97M-V with the def2-TZVPD basis set).

Structure (XYZ):
```
6
CO4P, DFT ωB97M-V with the def2-TZVPD basis set
C 0.416 -0.828 0.026
O 0.856 0.462 0.247
O 1.063 -1.740 -0.490
O -0.824 2.001 -0.693
O -0.763 -0.968 0.372
P -0.748 1.072 0.538
```

The relative energy (zero: lowest compared OMol25 entry of this formula, charge and spin) is 70.00 kJ/mol. The LUMO energy is 4.45 eV. As for the HOMO energy: -5.1 eV. The charge is -1. Its SMILES is O=[P@]12O[C@]1([O-])O2. The value obtained for the HOMO-LUMO gap is 9.5 eV.

natural (NBO) atomic charges, in units of e: C 0.9366; O -0.8058; O -0.7056; O -1.0933; O -0.7519; P 1.4199

***

No. 6
Entry from the OMol25 dataset: a structure of composition C31H26NOP2PdS2Se4 (ωB97M-V with the def2-TZVPD basis set).

Structure (XYZ):
```
68
C31H26NOP2PdS2Se4, DFT ωB97M-V with the def2-TZVPD basis set
Pd -0.158 0.309 0.144
O 2.499 -0.935 -0.181
N 2.068 0.358 -0.449
C 2.892 1.229 0.022
C 2.778 2.661 -0.053
C 3.981 3.385 -0.090
C 3.995 4.759 -0.135
C 2.799 5.469 -0.091
C 1.608 4.779 -0.027
C 1.576 3.388 -0.031
P -0.048 2.584 0.034
C -0.775 3.270 -1.483
C -1.393 4.513 -1.562
C -1.843 4.980 -2.783
C -1.676 4.218 -3.927
C -1.069 2.974 -3.851
C -0.624 2.499 -2.632
C -0.884 3.442 1.385
C -2.277 3.522 1.381
C -2.943 3.978 2.502
C -2.229 4.327 3.638
C -0.847 4.222 3.656
C -0.173 3.770 2.538
H 2.024 -1.540 -0.798
H 3.797 0.860 0.502
H 4.909 2.832 -0.111
H 4.934 5.291 -0.193
H 2.800 6.548 -0.117
H 0.678 5.327 0.018
H -1.539 5.113 -0.674
H -2.326 5.946 -2.842
H -2.025 4.594 -4.879
H -0.948 2.377 -4.742
H -0.157 1.516 -2.545
H -2.828 3.200 0.503
H -4.022 4.036 2.499
H -2.753 4.658 4.521
H -0.295 4.471 4.550
H 0.902 3.647 2.556
Se -2.674 0.432 -0.728
Se -3.128 -0.173 1.410
Se -1.542 0.580 3.015
Se 0.641 0.067 2.728
S 1.374 -3.164 -2.265
P 0.234 -3.596 -0.719
S -0.631 -2.109 0.295
C 1.167 -4.659 0.450
C 1.502 -4.245 1.729
C 2.198 -5.106 2.560
C 2.564 -6.362 2.109
C 2.245 -6.766 0.821
C 1.545 -5.914 -0.009
C -1.164 -4.714 -1.117
C -1.361 -5.213 -2.394
C -2.431 -6.054 -2.643
C -3.308 -6.383 -1.623
C -3.111 -5.881 -0.345
C -2.041 -5.049 -0.090
H 1.206 -3.262 2.076
H 2.446 -4.793 3.565
H 3.106 -7.033 2.759
H 2.533 -7.745 0.464
H 1.282 -6.211 -1.017
H -0.666 -4.946 -3.179
H -2.575 -6.458 -3.637
H -4.150 -7.029 -1.823
H -3.791 -6.145 0.455
H -1.876 -4.648 0.901
```

The LUMO energy (alpha / beta) is 2.29 / 0.90 eV. As for the HOMO energy (alpha / beta): -3.3 / -3.9 eV. The charge is -1. The spin multiplicity is 3. The value obtained for the HOMO-LUMO gap (alpha / beta) is 5.6 / 4.8 eV.

Here are the natural (NBO) charges for atoms 1 to 6, given in e: Pd 0.3708; O -0.5885; N -0.1234; C 0.0194; C -0.0660; C -0.1813

***

Total energy, record by record: -838.4550; -1854.9539; -1049.6642; -1312.4309; -680.5584; -12539.7253 Eh
Max |F|, record by record: 5.05; 2.07; 3.48; 3.16; 4.66; 1.73 eV/Å